# C24H32N3O8P2Tc

A molecular structure, C24H32N3O8P2Tc (ωB97M-V/def2-TZVPD, OMol25).

## Properties
Energy above the lowest of the compared OMol25 structures with the same formula, charge and spin (kcal/mol): 11.4
Orbital gap (alpha / beta) (Eh): 0.272 / 0.195
Spin multiplicity: 4
Net charge: +1
Electronic energy (Eh): -2462.95416
Lowest unoccupied orbital energy (alpha / beta) (eV): -3.4 / -5.3
Molar mass (g/mol): 650.5
⟨S²⟩: 3.81

```
70
Properties=species:S:1:pos:R:3:forces:R:3:lowdin_charge:R:1
C -0.440 0.629 -4.712 0.7 -0.2 -0.1 0.005
C -0.001 0.890 -3.384 -2.4 -0.6 0.2 -0.343
N -0.714 0.300 -2.322 0.2 -0.4 -1.0 -0.001
C -1.621 -0.675 -2.572 1.5 0.7 0.4 -0.283
C -1.831 -1.142 -3.872 -0.1 0.4 -0.2 0.013
C -1.287 -0.441 -4.958 0.2 -0.3 0.4 -0.019
C 1.003 1.771 -3.068 1.4 2.3 -1.3 -0.184
P 1.573 1.868 -1.345 2.4 1.3 -0.4 0.749
Tc -0.112 0.900 -0.240 -0.7 -3.8 0.2 0.924
P -2.151 -0.228 0.096 -0.9 -0.6 1.1 0.800
C -2.245 -1.336 -1.363 0.1 0.4 -0.4 -0.237
C 0.107 1.786 1.642 0.3 0.0 -0.9 -0.329
C 1.367 1.692 2.255 -0.5 0.4 0.4 -0.131
C 1.548 2.245 3.524 0.2 -0.3 0.0 -0.082
C 0.509 2.894 4.196 0.2 -0.2 -0.5 -0.079
C -0.732 2.983 3.563 -0.3 0.2 0.1 -0.096
C -0.949 2.446 2.290 0.6 -0.2 0.7 -0.156
O -0.600 4.670 -3.273 -2.1 1.9 0.1 -0.015
O -1.131 4.116 -0.517 -0.1 1.2 0.5 -0.081
H 0.017 1.223 -5.512 -0.3 -0.4 0.2 0.127
H -2.441 -2.027 -3.985 -0.1 0.0 -0.3 0.126
H -1.460 -0.797 -5.973 -0.1 0.3 0.2 0.125
C 3.106 0.931 -1.668 0.0 -0.1 0.1 -0.214
C 2.188 3.517 -0.827 0.0 0.3 -0.7 -0.216
H -3.288 -1.575 -1.549 -0.1 -0.3 -0.1 0.100
H -1.696 -2.255 -1.144 -0.1 0.0 0.0 0.089
H -0.057 3.927 -3.327 1.4 -2.1 -0.5 -0.036
H 1.548 2.321 -3.935 -0.9 -1.1 1.6 0.141
C -2.191 -1.348 1.527 -0.3 -0.1 0.0 -0.212
C -3.797 0.578 0.086 0.1 0.0 0.0 -0.226
H 2.172 1.157 1.741 -0.2 0.3 0.3 0.070
H 2.526 2.129 3.976 -0.1 0.2 0.2 0.105
H 0.683 3.322 5.185 -0.2 -0.1 -0.3 0.110
H -1.548 3.483 4.076 0.0 0.0 0.0 0.102
H -1.945 2.499 1.838 0.3 0.1 0.1 0.076
H -0.847 2.640 -0.437 -0.6 -0.7 0.3 0.082
H -1.092 4.821 0.155 0.0 -0.5 -0.2 0.106
H -0.859 4.509 -1.358 -0.1 0.3 -0.6 0.024
H -1.405 4.490 -3.803 0.8 0.1 0.4 0.092
H -1.408 1.924 -0.454 -0.1 1.0 -0.3 0.010
H 3.764 1.552 -2.289 -0.1 -0.1 0.2 0.063
H 3.557 0.638 -0.713 0.0 0.0 -0.4 0.041
H 2.807 0.047 -2.247 0.2 0.1 0.3 0.061
H 2.868 3.926 -1.588 -0.1 0.0 0.2 0.056
H 1.364 4.226 -0.661 0.3 -0.4 0.0 0.030
H 2.737 3.394 0.119 -0.3 -0.2 -0.3 0.062
H -4.572 -0.208 0.086 0.2 0.4 0.0 0.060
H -3.903 1.214 0.979 0.0 -0.2 -0.4 0.052
H -3.892 1.199 -0.820 0.0 -0.2 0.3 0.057
H -3.171 -1.849 1.571 0.4 0.0 0.1 0.063
H -1.383 -2.092 1.437 -0.3 0.3 0.0 0.036
H -2.028 -0.749 2.436 -0.1 -0.2 -0.3 0.059
O 2.762 -0.765 0.818 -3.2 -2.2 -0.5 -0.005
C 1.725 -1.455 0.555 2.7 1.5 -0.3 -0.517
O 0.751 -1.091 -0.230 -0.4 1.7 0.3 -0.198
C 1.525 -2.849 1.066 -0.1 -0.3 1.0 -0.097
C 0.571 -3.723 0.499 0.9 0.3 0.4 0.067
C 0.309 -4.950 1.125 1.3 2.3 0.5 -0.122
C 0.966 -5.279 2.327 0.0 -0.3 -0.4 0.116
C 1.898 -4.394 2.894 -1.2 0.5 -2.0 -0.104
C 2.175 -3.154 2.265 0.1 -1.3 0.5 0.107
N 2.497 -4.725 4.160 1.1 -0.7 2.9 -0.309
O 2.195 -5.815 4.702 0.6 2.3 -1.4 0.081
O 3.260 -3.877 4.670 -1.5 -1.7 -1.1 0.080
N -0.737 -5.749 0.565 -2.0 -2.2 -0.9 -0.312
O -1.392 -5.298 -0.408 1.3 -0.7 1.9 0.048
O -0.939 -6.859 1.088 0.3 2.0 -1.0 0.097
H 0.116 -3.407 -0.439 -0.1 -0.4 0.4 0.115
H 0.761 -6.254 2.758 0.0 0.3 0.2 0.136
H 2.909 -2.486 2.724 -0.4 -0.1 -0.3 0.141
```
Positions in Å, forces in eV/Å.


# C25H17F9N8ORuS2

A molecular structure, C25H17F9N8ORuS2 (ωB97M-V/def2-TZVPD, OMol25).

## Properties
Energy above the lowest of the compared OMol25 structures with the same formula, charge and spin (kcal/mol): 58.5
Orbital gap (alpha / beta) (Eh): 0.268 / 0.278
Spin multiplicity: 2
Net charge: +1
Electronic energy (Eh): -3266.06753
Lowest unoccupied orbital energy (alpha / beta) (eV): -3.9 / -3.6
Molar mass (g/mol): 781.7
⟨S²⟩: 0.77

```
63
Properties=species:S:1:pos:R:3:forces:R:3:lowdin_charge:R:1
Ru -0.133 0.121 -0.023 0.7 1.6 -0.2 1.195
S 1.804 0.829 1.298 -1.1 -0.5 -0.5 0.749
C 0.554 1.602 2.214 0.5 0.4 0.2 -0.749
C 0.651 2.110 3.503 -0.1 0.2 0.2 -0.068
C -0.484 2.667 4.057 0.2 0.0 0.0 -0.032
C -1.669 2.711 3.320 -0.1 0.1 0.0 -0.041
C -1.682 2.171 2.057 0.0 0.0 -0.2 -0.117
N -0.576 1.636 1.516 -0.5 -1.2 -0.1 -0.102
H 1.586 2.042 4.043 -0.1 0.0 0.0 0.121
H -0.456 3.061 5.065 0.0 0.0 0.0 0.122
H -2.569 3.153 3.725 0.0 0.0 0.0 0.115
H -2.571 2.182 1.439 0.0 -0.1 0.0 0.114
N 3.388 -1.164 -2.175 0.1 -0.1 0.0 0.063
C 2.858 -0.140 -1.510 0.1 0.2 -0.1 -0.158
N 1.554 -0.310 -1.461 -0.9 -0.5 0.4 0.018
C 1.353 -1.504 -2.098 0.0 0.1 -0.1 -0.302
N 2.445 -2.049 -2.558 0.1 0.1 0.1 0.166
C 0.009 -2.056 -2.227 0.1 0.0 -0.1 -0.201
C -0.243 -3.304 -2.775 -0.1 0.0 -0.1 -0.036
N -1.481 -3.767 -2.894 0.0 0.0 0.1 0.127
C -2.464 -2.986 -2.457 0.1 -0.1 -0.1 -0.079
C -2.212 -1.747 -1.890 0.0 0.1 -0.2 -0.099
N -0.973 -1.275 -1.781 -0.5 -0.1 0.7 0.070
H 4.355 -1.348 -2.383 0.1 0.0 0.0 0.173
H 3.414 0.696 -1.113 0.0 -0.1 0.0 0.123
H 0.576 -3.927 -3.116 -0.1 0.0 0.0 0.130
H -3.476 -3.358 -2.553 0.0 0.0 0.0 0.124
H -3.022 -1.127 -1.533 0.0 -0.1 0.1 0.102
F -2.940 -2.637 0.740 0.0 0.1 0.1 0.162
C -2.311 -1.890 1.659 0.0 0.0 -0.1 -0.514
F -3.004 -1.950 2.786 0.1 0.0 0.0 0.200
F -2.408 -0.598 1.202 0.0 -0.2 0.1 0.072
C -0.795 -2.294 1.786 -0.2 0.2 0.2 -0.303
O -0.056 -1.796 0.769 0.4 0.4 0.1 -0.240
C -0.270 -1.812 3.183 0.1 0.0 -0.1 -0.542
F -0.688 -0.546 3.412 -0.1 -0.2 0.0 0.144
F 1.059 -1.799 3.196 -0.1 0.0 0.0 0.164
F -0.698 -2.563 4.201 0.0 0.1 -0.1 0.186
C -0.715 -3.848 1.725 0.1 -0.1 -0.1 -0.551
F -0.864 -4.266 0.462 0.0 0.0 0.1 0.164
F -1.669 -4.425 2.467 0.1 0.0 -0.1 0.179
F 0.476 -4.269 2.158 -0.1 0.0 0.0 0.188
S -2.584 4.230 -4.653 0.2 0.1 0.1 1.048
C -2.001 3.220 -3.337 0.0 0.0 -0.1 -0.486
C -0.673 3.378 -2.933 -0.1 0.2 0.0 -0.065
C -0.188 2.618 -1.892 -0.1 0.1 0.0 -0.105
N -0.953 1.743 -1.229 1.0 -0.5 -0.1 -0.077
C -2.231 1.608 -1.595 0.0 0.1 0.2 -0.136
C -2.790 2.303 -2.644 0.0 0.1 0.0 -0.034
C -3.958 3.301 -5.265 -0.8 -0.6 -0.3 -0.530
C -3.744 2.346 -6.277 0.4 0.6 0.6 -0.076
C -4.821 1.630 -6.752 -1.2 0.8 1.0 -0.119
N -6.046 1.854 -6.246 -0.6 -0.5 -0.3 0.067
C -6.293 2.765 -5.291 1.0 -0.9 -1.2 -0.121
C -5.260 3.518 -4.779 0.9 0.4 0.1 -0.087
H -0.033 4.093 -3.434 0.0 -0.1 0.0 0.116
H 0.840 2.698 -1.570 0.0 0.0 0.0 0.114
H -2.835 0.936 -0.994 0.0 0.0 -0.1 0.099
H -3.825 2.139 -2.906 0.0 0.0 0.0 0.112
H -2.756 2.174 -6.682 0.1 0.1 0.1 0.107
H -4.719 0.890 -7.537 -0.1 0.0 0.1 0.113
H -7.316 2.887 -4.955 0.0 -0.1 -0.1 0.113
H -5.460 4.267 -4.023 0.2 0.0 0.0 0.111
```
Positions in Å, forces in eV/Å.


# C18H24F5N3O21

8 unconnected molecules or ions with the total composition C18H24F5N3O21 (ωB97M-V/def2-TZVPD, OMol25).

## Properties
Energy above the lowest of the compared OMol25 structures with the same formula, charge and spin (kcal/mol): 82.0
Orbital gap (Eh): 0.409
Electronic energy (Eh): -2943.60372
Lowest unoccupied orbital energy (eV): 0.2
Structure (SMILES): O=C1OC[C@@H](F)O1.O=C1OC[C@@H](F)O1.O=C1OC[C@@H](F)O1.O=C1OC[C@@H](F)O1.O=C1OC[C@@H](F)O1.C[N+](=O)[O-].C[N+](=O)[O-].C[N+](=O)[O-]
Molar mass (g/mol): 713.4

```
71
Properties=species:S:1:pos:R:3:forces:R:3:lowdin_charge:R:1
C -6.877 -0.134 -6.524 -1.9 -0.4 -0.2 -0.094
C -5.802 -0.993 -7.023 -0.8 -0.5 1.1 -0.359
O -4.851 -0.848 -6.006 1.2 -0.3 0.3 0.131
C -5.039 0.387 -5.403 3.6 0.6 3.2 -0.489
O -4.297 0.923 -4.544 -2.8 -2.4 -3.7 0.116
O -6.157 0.850 -5.859 -1.6 2.9 0.4 0.115
F -5.352 -0.451 -8.159 0.9 -0.1 -1.3 0.101
H -7.541 -0.646 -5.828 0.1 -0.1 0.2 0.149
H -7.520 0.188 -7.344 0.3 0.7 0.1 0.153
H -6.200 -2.000 -7.146 1.0 -0.3 -0.2 0.176
C -0.151 -2.483 0.033 -1.4 1.3 0.0 -0.100
C -0.844 -2.022 1.362 2.7 -0.9 -2.1 -0.298
O 0.302 -1.932 2.225 0.0 1.3 -0.9 0.107
C 1.403 -2.530 1.624 -0.3 -1.2 1.5 -0.483
O 2.465 -2.631 2.177 -1.5 0.3 -1.4 0.168
O 0.966 -3.164 0.487 1.9 0.3 0.5 0.067
F -1.514 -3.062 1.812 -1.9 -1.2 1.0 0.095
H 0.116 -1.600 -0.547 0.3 0.2 0.0 0.134
H -0.765 -3.090 -0.633 0.0 -0.3 0.5 0.142
H -1.472 -1.151 1.176 0.3 0.2 1.0 0.169
C 6.634 1.746 -0.074 0.4 0.4 -0.1 -0.045
C 7.885 1.081 -0.650 0.7 -0.5 0.5 -0.283
O 7.515 0.591 -1.894 1.6 0.4 1.1 0.153
C 6.212 0.665 -2.020 -2.0 -0.4 -3.2 -0.552
O 5.723 0.202 -3.028 -0.6 0.8 2.1 0.151
O 5.633 1.413 -1.041 0.1 -0.8 0.0 0.088
F 8.230 -0.025 0.107 0.1 0.5 0.2 0.045
H 6.722 2.828 0.027 0.0 0.1 -0.5 0.135
H 6.423 1.417 0.943 -0.3 -0.6 -0.3 0.140
H 8.770 1.703 -0.784 -0.1 0.0 0.3 0.168
C -9.741 4.948 2.089 -1.2 -0.7 -2.0 -0.103
C -9.642 4.178 0.790 -2.2 -1.5 0.1 -0.348
O -8.927 2.996 1.108 -1.2 0.6 -0.9 0.163
C -8.246 3.248 2.208 1.7 -0.4 2.1 -0.520
O -7.452 2.495 2.704 -1.1 1.4 -0.5 0.174
O -8.592 4.504 2.717 1.3 -0.4 0.9 0.076
F -8.979 4.811 -0.160 1.4 1.3 -1.1 0.103
H -10.658 4.700 2.625 0.1 -0.3 0.2 0.141
H -9.903 5.956 1.707 1.1 0.6 0.9 0.146
H -10.615 3.973 0.344 -0.1 -0.6 0.3 0.168
C -3.144 7.415 0.407 0.2 1.2 -2.4 -0.099
C -2.445 7.212 -0.935 -0.6 0.8 0.6 -0.311
O -1.179 6.734 -0.536 0.4 0.4 -0.9 0.146
C -1.411 5.994 0.555 1.0 -1.8 1.1 -0.530
O -0.714 5.092 0.955 -1.2 1.8 -0.5 0.167
O -2.583 6.390 1.113 0.1 -2.0 2.0 0.081
F -2.407 8.416 -1.554 0.6 -0.3 -0.5 0.076
H -4.214 7.405 0.197 -0.1 -0.5 0.9 0.147
H -2.820 8.384 0.787 -0.2 0.1 0.2 0.146
H -2.892 6.445 -1.567 -0.1 0.3 -0.3 0.177
C 7.841 -7.381 4.336 0.2 -0.8 -0.9 0.030
N 8.235 -7.627 5.717 1.1 2.2 2.0 -0.454
O 9.207 -6.960 6.124 -1.0 -1.1 -0.7 0.036
O 7.585 -8.356 6.423 -0.2 -0.5 -0.3 0.077
H 8.436 -6.532 3.999 -0.4 -0.2 -0.2 0.102
H 6.761 -7.321 4.200 0.1 0.4 0.5 0.105
H 8.124 -8.316 3.853 0.2 0.2 -0.4 0.105
C 6.300 -0.798 8.189 0.9 0.6 -0.3 0.029
N 6.507 -0.898 9.630 -0.6 -1.5 0.2 -0.465
O 5.477 -0.806 10.276 0.9 0.2 0.9 0.064
O 7.617 -1.256 9.997 -0.9 0.7 0.4 0.060
H 6.491 -1.813 7.841 -0.4 0.2 -0.4 0.109
H 7.124 -0.152 7.885 -0.3 0.0 -0.6 0.101
H 5.306 -0.377 8.035 0.3 -0.3 -0.3 0.102
C 0.827 -4.738 -7.127 1.0 -1.1 -0.1 0.056
N 0.506 -6.201 -6.990 -1.1 0.5 1.5 -0.478
O -0.187 -6.573 -6.063 -0.2 0.4 0.3 0.055
O 0.957 -6.935 -7.810 0.8 -0.9 -1.5 0.072
H 0.115 -4.335 -7.847 0.1 0.2 0.4 0.103
H 1.821 -4.857 -7.558 -0.1 0.8 -0.2 0.094
H 0.900 -4.295 -6.133 -0.5 0.1 -0.3 0.098
```
Positions in Å, forces in eV/Å.


# C4H14O2S2

3 unconnected molecules or ions with the total composition C4H14O2S2 (ωB97M-V/def2-TZVPD, OMol25).

## Properties
Energy above the lowest of the compared OMol25 structures with the same formula, charge and spin (kcal/mol): 3.3
Orbital gap (Eh): 0.337
Electronic energy (Eh): -1107.64494
Lowest unoccupied orbital energy (eV): 0.5
Structure (SMILES): CCSSCC.O.O
Molar mass (g/mol): 158.3

```
22
Properties=species:S:1:pos:R:3:forces:R:3:lowdin_charge:R:1
C 0.678 -2.005 -1.761 -0.7 -0.6 0.9 -0.144
C -0.776 -2.256 -1.202 1.7 0.9 -0.6 -0.559
S -1.000 -1.530 0.445 0.0 -0.2 0.5 0.458
S -2.352 -0.022 0.360 0.2 0.1 -0.2 0.477
C -1.364 1.554 0.144 -0.8 -1.2 1.2 -0.529
C -1.413 2.319 1.460 0.4 -0.7 0.5 -0.180
H 0.668 -1.730 -2.816 0.0 -0.1 0.1 0.069
H 1.232 -2.927 -1.602 0.3 0.0 -0.3 0.059
H 1.166 -1.229 -1.180 0.1 0.2 -0.2 0.021
H -0.947 -3.316 -1.117 -0.4 -0.3 0.0 0.049
H -1.419 -1.790 -1.916 -1.0 0.1 -0.1 0.051
H -0.362 1.223 -0.087 0.1 0.4 -0.6 0.020
H -1.943 1.995 -0.636 0.3 0.7 -0.8 0.044
H -2.393 2.222 1.933 0.0 0.3 -0.1 0.055
H -1.103 3.358 1.407 -0.1 0.2 -0.3 0.068
H -0.708 1.832 2.151 -0.2 0.1 -0.1 0.067
H 1.169 -0.362 2.086 0.4 -0.4 -0.2 0.029
H 2.575 -0.912 1.580 -0.4 -0.3 0.1 0.061
O 2.067 -0.128 1.809 0.0 0.6 0.2 -0.060
H 1.901 0.751 0.236 -0.2 0.0 -0.3 -0.010
H 2.519 1.803 -0.637 -0.1 0.1 -0.3 0.043
O 1.806 1.153 -0.656 0.5 0.0 0.6 -0.089
```
Positions in Å, forces in eV/Å.